Density functional theory data (ωB97M-V/def2-TZVPD) for a molecular structure, C34H66CaCsFMgN3O17P4S3 in a non-equilibrium geometry.

Each line ends with the Mulliken charge.
CARTESIAN COORDINATES (ANGSTROEM)
1 C 3.9411 0.1126 -0.6975  -0.57
2 C 2.6558 0.2304 -0.9615  -0.67
3 C 1.6514 0.8773 -0.0233  2.59
4 C 2.0599 2.3971 -0.0625  -0.50
5 C 1.4775 3.1440 -1.2507  -0.85
6 O 1.8967 2.6016 -2.5312  -0.65
7 O 0.3207 0.8744 -0.4884  -0.39
8 P -0.8889 0.6660 0.8022  0.93
9 C -2.1720 0.9066 -0.6243  -1.84
10 C -2.1820 -0.4512 -1.4186  0.84
11 O -1.5136 -0.5300 -2.4608  -0.66
12 N -2.9689 -1.4674 -0.9252  0.89
13 C -2.5091 -2.8069 -1.3545  -0.27
14 C -4.4130 -1.2506 -1.1346  0.25
15 P -2.4843 -0.1621 2.1864  0.49
16 S -2.0500 -0.1179 4.0982  -0.49
17 P -1.0615 2.8308 1.3382  0.37
18 C -2.7993 3.4015 1.2761  -0.97
19 O -0.7084 3.0524 2.9107  -0.51
20 O 0.3221 0.4000 1.9298  0.13
21 C 1.6489 0.1779 1.3975  -0.63
22 C 2.5433 0.9809 2.4161  -0.06
23 C 2.2875 0.3897 3.7774  -0.53
24 N 3.0803 -0.4266 4.3297  -0.70
25 N 2.1588 -1.1300 1.4672  -0.24
26 C 1.5150 -2.1532 1.0411  0.84
27 C 1.9537 -2.9287 -0.1773  -1.16
28 C 0.3018 -2.7322 1.7358  -0.61
29 H 4.6003 -0.4332 -1.3600  0.42
30 H 4.3964 0.5145 0.1958  -0.73
31 H 2.2839 -0.1805 -1.9005  0.28
32 H 3.1415 2.5301 -0.1396  0.63
33 H 1.7572 2.9601 0.8207  -0.18
34 H 1.8813 4.1582 -1.1859  0.61
35 H 0.3688 3.2854 -1.1740  -0.31
36 H 2.8513 2.4916 -2.4322  0.37
37 H -0.8564 -0.7086 0.3578  -0.95
38 H -3.1864 1.0411 -0.2542  0.84
39 H -1.9008 1.7634 -1.2721  -0.06
40 H -1.5134 -2.7870 -1.7886  0.11
41 H -2.4424 -3.4281 -0.4562  0.35
42 H -3.2532 -3.2815 -1.9882  -0.34
43 H -4.5929 -0.1847 -1.2928  0.59
44 H -4.9430 -1.4812 -0.1794  -1.04
45 H -4.8333 -1.8177 -1.9622  0.16
46 H -2.6286 -1.5307 1.8401  0.00
47 H -3.7178 0.5254 1.8888  0.08
48 H -2.8705 4.4466 1.5766  0.45
49 H -3.4010 2.8349 1.9937  0.30
50 H -3.2346 3.3177 0.2819  0.32
51 H 0.1956 2.7715 3.0960  0.23
52 H 2.2380 2.0244 2.4838  0.14
53 H 3.5804 0.8460 2.1170  0.14
54 H 1.3725 0.7447 4.2608  0.44
55 H 2.6740 -0.6702 5.2341  0.29
56 H 1.8967 -4.0030 -0.0006  0.61
57 H 2.9963 -2.6662 -0.3583  0.32
58 H 1.3881 -2.6104 -1.0554  -0.04
59 H -0.1023 -2.0386 2.4700  -0.05
60 H 0.6206 -3.6793 2.1738  0.60
61 H -0.4456 -2.9217 0.9587  -0.15
62 C -4.0962 -7.8193 -4.1126  -0.72
63 C -5.5552 -8.1118 -3.7284  -0.60
64 C -5.8794 -7.2738 -2.4845  -0.76
65 S -4.8243 -5.8291 -2.5660  1.56
66 O -3.8921 -5.8551 -1.4751  -0.67
67 O -5.6616 -4.6423 -2.8003  -0.30
68 C -3.9501 -6.3047 -4.0652  -0.61
69 H -3.8488 -8.2090 -5.0984  0.38
70 H -3.4237 -8.2827 -3.3879  0.31
71 H -6.2147 -7.8256 -4.5510  0.28
72 H -5.7154 -9.1708 -3.5352  0.33
73 H -6.9176 -6.9494 -2.4581  0.35
74 H -5.6374 -7.8071 -1.5678  0.40
75 H -2.9186 -5.9620 -4.0101  0.33
76 H -4.4521 -5.8400 -4.9165  0.20
77 Ca -0.5529 1.5558 -2.7651  1.55
78 C 3.1090 9.0045 5.0969  -1.36
79 C 1.7424 8.5342 5.5804  -0.55
80 C 1.6735 7.0395 5.8516  -0.95
81 C 1.9478 6.1412 4.6419  -0.46
82 C 1.0302 6.3640 3.4423  -0.14
83 C -0.4393 6.0728 3.7326  -0.89
84 H 3.3737 8.5526 4.1258  0.33
85 H 3.1118 10.0890 4.9646  0.35
86 H 3.8713 8.7536 5.8273  0.32
87 H 0.9798 8.8224 4.8291  0.32
88 H 1.4888 9.0558 6.4939  0.52
89 H 0.6869 6.7980 6.2657  0.28
90 H 2.3932 6.8025 6.6366  0.44
91 H 1.8664 5.0913 4.9589  0.25
92 H 2.9849 6.2767 4.3190  0.36
93 H 1.3583 5.7033 2.6260  -0.03
94 H 1.1373 7.3864 3.0721  0.41
95 H -0.5664 5.0484 4.0734  0.08
96 H -1.0359 6.2046 2.8234  0.22
97 H -0.8448 6.7424 4.4919  0.45
98 C 8.1503 -0.1690 1.1791  -1.11
99 S 6.7576 0.9176 1.4988  0.75
100 O 6.5121 1.6971 0.2517  -0.65
101 C 7.6141 2.0037 2.6408  -1.08
102 H 7.8386 -0.9114 0.4474  0.31
103 H 8.9844 0.4105 0.7831  0.35
104 H 8.4386 -0.6676 2.1043  0.38
105 H 8.4829 2.4411 2.1488  0.35
106 H 7.9197 1.4356 3.5191  0.38
107 H 6.9257 2.7915 2.9391  0.34
108 C 0.5987 -3.5274 -7.0794  -0.87
109 C 1.7697 -4.2123 -6.6698  0.34
110 C 2.1326 -4.0281 -5.1723  0.41
111 O 3.0685 -4.6035 -4.6485  -0.65
112 C 1.3131 -3.1161 -4.3807  -0.75
113 C 0.1969 -2.4658 -4.8089  0.06
114 C -0.2269 -2.7306 -6.2772  0.78
115 O -1.2744 -2.2014 -6.7248  -0.81
116 O -0.5437 -1.6475 -4.1067  -0.73
117 O 2.4975 -4.9117 -7.3657  -0.69
118 H 0.2737 -3.6097 -8.1115  0.38
119 H 1.6578 -2.9770 -3.3581  0.46
120 Mg -6.2181 -3.9639 -4.8089  0.10
121 F 2.9563 8.9447 7.6876  -0.90
122 O 0.9641 -0.3693 -6.3058  -0.36
123 H 0.3522 -0.7372 -5.5531  0.30
124 H 1.5652 0.3197 -5.9820  0.44
125 H 0.4437 -0.0650 -7.0732  0.42
126 O -7.7915 -2.8826 1.0249  -0.83
127 P -7.6616 -4.2234 0.2941  0.43
128 O -6.7138 -4.0478 -0.9088  -0.06
129 O -9.0281 -4.6999 -0.1954  -0.52
130 O -7.0847 -5.2726 1.2446  -0.46
131 Cs -5.6955 -1.8511 1.6208  1.07

multiplicity	1
calculated total energy	-6335.69648	hartree
E_HOMO	-3.89	eV
molar mass	1225.29	g mol⁻¹
frontier orbital gap	1.26	eV
total charge	-1